# H5O3

A 3-piece molecular cluster, H5O3 overall (ωB97M-V/def2-TZVPD, the Open Molecules 2025 dataset).

CARTESIAN COORDINATES (ANGSTROEM)
H -1.604 -0.346 0.443
H 1.396 0.417 -0.650
H -0.524 0.645 -1.186
O -2.258 -0.789 1.050
H -1.685 -1.026 1.788
H 2.729 -0.364 -0.425
O 2.406 0.479 -0.753
O -0.188 0.394 -0.318

The strongest force on any atom is 0.5 eV/A. The net charge is -1. The frontier orbital gap is 8.65 eV. For the HOMO energy, the calculation gives -0.1405 Eh. The total energy comes out at -228.7480 a.u. As for the energy above the lowest of the compared OMol25 structures with the same formula, charge and spin: 1.9 kcal/mol. The LUMO energy comes out at 4.83 eV.


# H5P3S

An isolated molecule of H5P3S at a distorted geometry (ωB97M-V/def2-TZVPD, the Open Molecules 2025 dataset).

CARTESIAN COORDINATES (ANGSTROEM)
S 1.685 0.976 0.823
P -0.959 0.573 -0.959
H 0.455 0.844 -1.346
H -1.127 2.064 -0.780
H -0.109 -1.837 -1.206
H 1.048 1.940 1.417
P 0.274 -2.085 0.312
H -1.059 -2.500 0.694
P -0.210 0.025 1.045

The strongest force on any atom is 2.4 eV/A. The frontier orbital gap is 9.19 eV. The SMILES is PP(#[PH2])S. For the HOMO energy, the calculation gives -0.3201 Eh. The total energy comes out at -1425.1883 a.u. As for the energy above the lowest of the compared OMol25 structures with the same formula, charge and spin: 2.2 kcal/mol. The LUMO energy comes out at 0.48 eV.


# H68O34

A 34-piece molecular cluster, H68O34 overall at a distorted geometry (ωB97M-V/def2-TZVPD, the Open Molecules 2025 dataset).

CARTESIAN COORDINATES (ANGSTROEM)
H -1.143 3.299 3.629
O 2.057 3.256 2.791
H 4.050 3.786 0.324
O 4.715 4.354 0.713
H -1.405 -4.589 2.094
H 1.976 5.010 1.521
H -4.657 2.182 0.597
H -1.146 -0.530 2.411
H -1.883 -1.333 3.462
O -1.872 4.014 -3.382
H -2.244 -5.869 -0.437
O -5.570 -0.128 0.054
H 2.428 2.410 2.540
H 3.676 0.253 1.656
H -1.229 4.603 -3.777
O 1.286 5.657 1.377
H -1.773 1.253 4.190
H 1.523 -1.466 -4.502
O -1.649 -1.789 -2.718
O -0.289 -0.180 0.550
H -4.662 -0.222 -0.232
H 0.823 3.040 -4.480
H 1.651 0.030 -4.310
H -0.112 -3.533 -4.622
H 0.794 -3.183 -1.149
H 0.196 -5.303 -2.236
H -3.298 1.772 0.071
O -0.962 0.575 -3.980
H 2.929 2.399 -0.966
H -4.086 -2.851 1.426
H 1.949 -1.144 -1.300
H 5.487 1.213 -0.460
O -3.925 -2.758 -0.431
H 4.410 -1.033 -0.897
H -2.303 -2.319 -3.173
H -3.362 -3.490 -0.683
H 1.612 6.453 1.797
H -2.965 3.960 0.626
H -1.393 0.464 -4.828
H -2.152 2.148 5.350
O 0.377 -5.204 -1.302
O 3.629 -5.349 0.519
H -0.398 1.339 -4.096
H -0.503 -2.108 -4.295
O -4.452 0.487 -3.002
O -3.812 2.539 0.324
H 0.330 3.134 -1.145
H -4.778 1.221 -3.521
O 3.917 -1.350 4.427
O -1.433 1.950 4.751
O -2.759 -0.062 -0.744
O 0.028 -2.628 -4.898
H -0.022 -1.023 0.185
H 5.453 -1.901 -1.568
H 0.665 -0.318 3.749
H 0.790 -6.029 -1.048
H -0.206 3.986 2.658
H -0.433 -4.058 3.125
H 4.881 1.911 -1.659
O 2.025 2.538 -1.248
H 4.527 -1.520 3.709
H 2.765 3.700 3.257
O 2.158 -0.781 -4.294
H -4.001 -3.558 2.762
H 1.813 1.762 -1.767
H -4.781 -2.976 -0.799
H 3.186 -0.889 4.017
H -0.737 -1.687 4.772
H -1.507 -4.658 -0.966
H -0.883 3.673 -0.417
H -2.883 -0.873 -1.236
H -3.758 0.865 -2.461
O 3.507 1.178 1.477
H -5.934 0.547 -0.520
H 4.685 4.154 1.648
H -1.947 -0.199 -0.256
H -0.149 -3.067 4.979
H 2.051 2.213 -4.164
O -1.067 4.072 3.068
O 5.145 -1.617 -0.708
O 2.771 -0.769 -1.616
O -1.309 -0.575 3.353
O -0.464 3.652 -1.277
H 2.813 -4.986 0.865
O 1.096 2.167 -4.195
H 2.688 -0.776 -2.569
O -4.178 -2.704 2.367
O -2.401 4.733 0.651
H -0.423 -2.343 -1.476
H -2.050 4.745 1.542
O 0.338 -2.380 -0.896
O -0.346 -2.251 5.439
O 1.494 -0.013 4.117
H 0.442 0.408 0.357
H -1.555 3.875 -2.490
H 4.019 1.368 0.692
O 4.676 1.615 -0.772
O -2.338 -4.927 -0.573
H 3.382 -6.207 0.172
H 1.240 0.606 4.801
O -1.354 -4.028 2.868
H -1.512 -1.033 -3.289

The strongest force on any atom is 1.7 eV/A. The frontier orbital gap is 7.77 eV. For the HOMO energy, the calculation gives -0.3411 Eh. The total energy comes out at -2598.9707 a.u. As for the energy above the lowest of the compared OMol25 structures with the same formula, charge and spin: 115.8 kcal/mol. The LUMO energy comes out at -1.51 eV.


# H6IO3

A 4-piece molecular cluster, H6IO3 overall at a distorted geometry (ωB97M-V/def2-TZVPD, the Open Molecules 2025 dataset).

CARTESIAN COORDINATES (ANGSTROEM)
H -3.211 -1.854 -0.191
O -2.363 -2.258 -0.315
H 2.010 -0.579 0.480
H 0.716 3.096 -0.672
H -0.131 2.032 0.152
O -0.145 2.782 -0.463
H 2.620 -0.478 -0.934
H -1.673 -1.798 0.218
I -0.356 0.093 1.903
O 2.532 -1.036 -0.176

The strongest force on any atom is 1.6 eV/A. The net charge is -1. The frontier orbital gap is 7.90 eV. For the HOMO energy, the calculation gives -0.1605 Eh. The total energy comes out at -527.1209 a.u. As for the energy above the lowest of the compared OMol25 structures with the same formula, charge and spin: 6.7 kcal/mol. The LUMO energy comes out at 3.53 eV.


# H6N2

A 2-piece molecular cluster, H6N2 overall at a distorted geometry (ωB97M-V/def2-TZVPD, the Open Molecules 2025 dataset).

CARTESIAN COORDINATES (ANGSTROEM)
N -1.963 0.520 0.102
H 1.687 0.475 0.203
H 2.605 -0.315 -0.848
N 2.001 -0.480 -0.038
H -2.724 0.022 0.580
H -1.150 0.403 0.709
H -1.756 0.131 -0.805
H 1.112 -0.885 -0.350

The strongest force on any atom is 1.2 eV/A. The net charge is -1. The frontier orbital gap (alpha / beta) is 4.00 / 10.50 eV. Its expectation value of S² is 0.75. For the HOMO energy (alpha / beta), the calculation gives 0.0469 / -0.2036 Eh. As for the spin multiplicity: 2. The total energy comes out at -113.0514 a.u. As for the energy above the lowest of the compared OMol25 structures with the same formula, charge and spin: 0.0 kcal/mol. The LUMO energy (alpha / beta) comes out at 5.27 / 4.96 eV.


# H6N2

A 2-piece molecular cluster, H6N2 overall (ωB97M-V/def2-TZVPD, the Open Molecules 2025 dataset).

CARTESIAN COORDINATES (ANGSTROEM)
H 2.461 0.391 0.450
N 2.008 -0.203 -0.234
H -1.587 -0.390 0.779
H -2.034 -0.172 -0.755
H 1.036 0.064 -0.210
H -1.459 1.052 0.092
H 2.136 -1.155 0.071
N -2.074 0.245 0.168

The strongest force on any atom is 0.6 eV/A. The frontier orbital gap is 11.09 eV. The SMILES is N.N. For the HOMO energy, the calculation gives -0.3766 Eh. The total energy comes out at -113.1002 a.u. As for the energy above the lowest of the compared OMol25 structures with the same formula, charge and spin: 2.5 kcal/mol. The LUMO energy comes out at 0.85 eV.


# H6N2

A 2-piece molecular cluster, H6N2 overall (ωB97M-V/def2-TZVPD, the Open Molecules 2025 dataset).

CARTESIAN COORDINATES (ANGSTROEM)
N -9.778 -2.105 0.542
H -9.942 -1.711 1.474
H -9.017 -5.668 2.589
N -8.576 -4.815 2.949
H -9.600 -3.106 0.668
H -10.660 -2.022 0.024
H -7.852 -4.546 2.275
H -9.290 -4.080 2.928

The strongest force on any atom is 0.6 eV/A. The frontier orbital gap is 11.13 eV. The SMILES is N.N. For the HOMO energy, the calculation gives -0.3765 Eh. The total energy comes out at -113.1005 a.u. As for the energy above the lowest of the compared OMol25 structures with the same formula, charge and spin: 2.3 kcal/mol. The LUMO energy comes out at 0.89 eV.


# H6N2O

A 2-piece molecular cluster, H6N2O overall at a distorted geometry (ωB97M-V/def2-TZVPD, the Open Molecules 2025 dataset).

CARTESIAN COORDINATES (ANGSTROEM)
H -3.135 0.033 0.570
O -2.276 -0.126 0.046
N 0.739 0.423 -0.146
H 2.383 -0.230 0.883
H 2.534 0.006 -0.693
H 0.500 1.160 0.516
H -0.116 -0.134 -0.107
N 1.926 -0.369 0.045
H -2.613 -0.206 -0.827

The strongest force on any atom is 3.3 eV/A. The frontier orbital gap is 9.56 eV. The SMILES is NN.O. For the HOMO energy, the calculation gives -0.3231 Eh. The total energy comes out at -188.2898 a.u. As for the energy above the lowest of the compared OMol25 structures with the same formula, charge and spin: 8.1 kcal/mol. The LUMO energy comes out at 0.77 eV.


# H6N3P

An isolated molecule of H6N3P at a distorted geometry (ωB97M-V/def2-TZVPD, the Open Molecules 2025 dataset).

CARTESIAN COORDINATES (ANGSTROEM)
P 0.283 0.010 -0.876
H 1.633 -0.832 0.702
H -1.767 0.877 0.364
H 0.391 2.097 -0.106
H -2.170 -0.180 -0.836
N 0.877 -1.143 0.193
H 0.870 -2.064 -0.178
N 0.876 1.247 0.133
N -1.525 0.005 -0.046
H 0.823 0.990 1.062

The strongest force on any atom is 4.1 eV/A. The frontier orbital gap is 9.87 eV. The SMILES is NP(N)N. For the HOMO energy, the calculation gives -0.3143 Eh. The total energy comes out at -509.2143 a.u. As for the energy above the lowest of the compared OMol25 structures with the same formula, charge and spin: 8.3 kcal/mol. The LUMO energy comes out at 1.32 eV.


# H6N4O15Zn3

H6N4O15Zn3 as an isolated structure at a distorted geometry (ωB97M-V/def2-TZVPD, the Open Molecules 2025 dataset).

CARTESIAN COORDINATES (ANGSTROEM)
H 1.781 -20.136 -9.256
O 5.676 -15.621 -8.481
O 4.285 -12.863 -7.370
Zn 1.690 -13.798 -10.512
O 4.741 -21.059 -7.108
O 2.518 -15.748 -10.424
N 2.501 -16.839 -9.946
N 3.803 -20.362 -7.419
O 1.095 -20.114 -9.923
O 3.015 -13.192 -9.001
N 3.225 -12.679 -7.893
O 6.187 -18.478 -9.075
H 7.138 -18.534 -8.979
H 5.339 -14.762 -8.230
O 2.279 -12.205 -7.209
H 5.949 -19.263 -9.568
O 1.422 -15.228 -6.767
O 3.536 -17.261 -9.521
O 1.434 -17.492 -9.801
H 6.426 -15.430 -9.044
O 3.844 -19.154 -7.363
O 3.383 -16.262 -6.835
O 2.808 -20.832 -7.990
N 2.389 -15.731 -6.213
Zn 4.849 -17.426 -7.909
H 1.469 -20.585 -10.668
Zn -0.277 -18.685 -10.192
O 2.499 -15.633 -4.997

The strongest force on any atom is 8.6 eV/A. The net charge is +2. The frontier orbital gap is 2.42 eV. For the HOMO energy, the calculation gives -0.5216 Eh. The total energy comes out at -6687.8919 a.u. As for the energy above the lowest of the compared OMol25 structures with the same formula, charge and spin: 46.6 kcal/mol. The LUMO energy comes out at -11.77 eV.


- Among the records above, which one has the lowest strongest force on any atom?
  H5O3